Version one
Formula: C19H17F2N3O
Source: the OMol25 dataset
Level of theory: ωB97M-V/def2-TZVPD

Output
Frontier orbital gap ... 8.736 eV
Total charge ... 0
Multiplicity ... 1
SMILES ... CC1(C)COc2ccc(-c3cncc(F)c3)cc2[C@]12C=C(F)C(N)=N2

XYZ file:
```
42
C19H17F2N3O, DFT ωB97M-V/def2-TZVPD
C 1.880 0.580 3.089
C 0.353 0.612 2.929
C -0.147 1.709 3.899
C -0.243 -0.715 3.409
O 0.025 -1.838 2.561
C 0.059 -1.624 1.208
C 0.093 -2.785 0.381
C 0.092 -2.713 -1.044
C 0.027 -1.469 -1.671
C 0.068 -1.358 -3.134
C -0.568 -0.326 -3.886
N -0.469 -0.229 -5.250
C 0.247 -1.148 -5.926
C 0.863 -2.234 -5.266
F 1.494 -3.202 -5.952
C 0.847 -2.289 -3.877
C 0.067 -0.324 -0.871
C 0.011 -0.364 0.583
C -0.114 0.875 1.451
C 0.616 2.016 0.736
C -0.293 2.872 0.203
F 0.031 3.930 -0.574
C -1.548 2.320 0.575
N -2.759 2.773 0.207
N -1.509 1.251 1.315
H 2.419 -0.072 2.392
H 2.107 0.242 4.126
H 2.334 1.557 3.016
H 0.300 1.533 4.864
H -1.226 1.732 4.040
H 0.187 2.680 3.549
H 0.127 -0.895 4.402
H -1.322 -0.634 3.429
H 0.162 -3.775 0.866
H 0.061 -3.619 -1.621
H -1.196 0.383 -3.347
H 0.240 -1.127 -7.004
H 1.389 -3.061 -3.393
H 0.028 0.650 -1.366
H 1.719 2.110 0.642
H -3.564 2.241 0.440
H -2.888 3.737 -0.130
```

Version two
Formula: C19H17F2N3O
Source: the OMol25 dataset
Level of theory: ωB97M-V/def2-TZVPD

Output
Frontier orbital gap ... 8.576 eV
Total charge ... 0
Multiplicity ... 1
SMILES ... Cc1cc2c(cc1C#N)c(-c1c(F)ccc(N)c1F)cn2CCCO

XYZ file:
```
42
C19H17F2N3O, DFT ωB97M-V/def2-TZVPD
C 1.821 1.275 -4.173
C 1.171 0.632 -2.953
C 1.731 0.921 -1.659
C 1.250 0.261 -0.516
C 0.174 -0.604 -0.604
C -0.457 -0.793 -1.850
C 0.023 -0.200 -3.036
C -0.638 -0.554 -4.257
N -1.184 -0.919 -5.234
C -0.137 -1.089 0.738
C -1.315 -1.950 1.127
C -1.602 -3.141 0.425
F -0.780 -3.496 -0.620
C -2.710 -3.916 0.731
C -3.640 -3.445 1.677
C -3.463 -2.200 2.252
N -4.466 -1.731 3.132
C -2.280 -1.474 2.022
F -2.097 -0.338 2.713
C 0.795 -0.551 1.550
N 1.601 0.307 0.828
C 2.624 1.216 1.371
C 2.041 2.529 1.912
C 1.837 3.587 0.852
O 3.092 4.054 0.336
H 1.241 2.139 -4.469
H 2.822 1.642 -3.931
H 1.844 0.540 -4.970
H 2.529 1.650 -1.591
H -1.342 -1.408 -1.855
H -2.871 -4.848 0.187
H -4.493 -4.063 1.925
H -5.368 -2.161 3.145
H -4.429 -0.740 3.393
H 0.847 -0.697 2.640
H 3.159 0.684 2.169
H 3.388 1.451 0.624
H 1.067 2.282 2.333
H 2.702 2.911 2.713
H 1.229 3.150 0.057
H 1.297 4.408 1.270
H 2.990 4.678 -0.404
```

Quick one: most stable of them? version two

Version one
Formula: C2H8
Source: the OMol25 dataset
Level of theory: ωB97M-V/def2-TZVPD

Output
Frontier orbital gap ... 13.646 eV
Total charge ... 0
Multiplicity ... 1
SMILES ... C.C

XYZ file:
```
10
C2H8, DFT ωB97M-V/def2-TZVPD
C -2.370 -0.160 -1.084
H -2.864 -0.381 -2.024
H -1.985 -1.155 -0.808
H -1.724 0.704 -1.115
H -3.115 -0.080 -0.287
C 2.396 0.181 1.063
H 3.309 0.375 0.506
H 2.112 1.180 1.413
H 1.578 -0.197 0.450
H 2.663 -0.467 1.887
```

Version two
Formula: C2H8
Source: the OMol25 dataset
Level of theory: ωB97M-V/def2-TZVPD

Output
Frontier orbital gap ... 14.363 eV
Total charge ... 0
Multiplicity ... 1
SMILES ... C.C

XYZ file:
```
10
C2H8, DFT ωB97M-V/def2-TZVPD
C 0.154 -2.768 1.222
H -0.643 -2.766 0.463
H 0.508 -3.797 1.381
H -0.239 -2.365 2.167
H 0.990 -2.142 0.876
C -0.154 2.767 -1.222
H -1.059 2.422 -0.701
H -0.437 3.250 -2.169
H 0.501 1.908 -1.429
H 0.381 3.490 -0.588
```

Quick one: most stable of them? version two

Version one
Formula: C33H30N6O2S5Ta
Source: the OMol25 dataset
Level of theory: ωB97M-V/def2-TZVPD

Output
Frontier orbital gap ... 6.153 eV
Total charge ... +1
Multiplicity ... 1

XYZ file:
```
77
C33H30N6O2S5Ta, DFT ωB97M-V/def2-TZVPD
Ta -0.215 1.025 0.117
C -5.822 -0.082 -4.430
C -4.617 -0.149 -3.532
C -4.367 -1.236 -2.723
C -3.247 -1.310 -1.873
C -3.218 -2.379 -0.938
N -2.326 -2.623 -0.031
C -2.602 -3.565 1.065
C -1.468 -4.509 1.451
C -0.388 -3.916 2.356
N 0.513 -3.052 1.609
C 1.658 -3.406 1.128
C 2.465 -2.610 0.274
C 3.740 -3.100 -0.066
C 4.591 -2.427 -0.910
C 5.955 -2.951 -1.267
C 4.116 -1.228 -1.446
C 2.867 -0.700 -1.148
C 2.499 0.537 -1.795
N 1.477 1.285 -1.607
C 1.486 2.484 -2.480
C 1.056 3.731 -1.732
C -0.461 3.810 -1.660
N -1.037 2.455 -1.507
C -1.891 2.145 -2.415
C -2.636 0.918 -2.571
C -3.737 0.927 -3.417
C -2.314 -0.241 -1.833
O -1.212 -0.335 -1.158
C 1.997 -1.373 -0.260
O 0.818 -0.930 0.010
H -6.161 -1.078 -4.710
H -5.601 0.466 -5.345
H -6.650 0.425 -3.931
H -5.064 -2.068 -2.726
H -4.072 -3.051 -0.941
H -1.536 -1.976 0.022
H -3.454 -4.161 0.741
H -2.923 -2.965 1.924
H -1.010 -4.947 0.560
H -1.930 -5.333 1.997
H 0.198 -4.710 2.817
H -0.838 -3.315 3.148
H 0.192 -2.100 1.405
H 2.017 -4.395 1.402
H 4.056 -4.045 0.364
H 6.201 -3.836 -0.681
H 6.725 -2.201 -1.079
H 6.009 -3.222 -2.322
H 4.751 -0.678 -2.134
H 3.231 0.860 -2.538
H 0.821 2.294 -3.327
H 2.491 2.617 -2.881
H 1.427 4.615 -2.252
H 1.501 3.727 -0.736
H -0.843 4.242 -2.586
H -0.791 4.432 -0.831
H -2.137 2.907 -3.155
H -3.935 1.828 -3.991
S -4.035 -0.602 2.473
C -2.756 0.116 1.753
S -1.071 -0.212 2.107
S -2.776 1.371 0.591
S 1.859 1.082 1.487
C 1.719 2.258 2.751
C 2.612 2.285 3.818
C 2.487 3.252 4.802
C 3.409 3.252 5.901
N 4.161 3.220 6.768
C 1.460 4.211 4.718
C 0.574 4.182 3.652
C 0.702 3.206 2.669
S -0.401 3.150 1.331
C 1.318 5.218 5.729
N 1.203 6.024 6.540
H 3.401 1.549 3.888
H -0.219 4.915 3.594
```

Version two
Formula: C33H30N6O2S5Ta
Source: the OMol25 dataset
Level of theory: ωB97M-V/def2-TZVPD

Output
Frontier orbital gap ... 6.255 eV
Total charge ... +1
Multiplicity ... 1

XYZ file:
```
77
C33H30N6O2S5Ta, DFT ωB97M-V/def2-TZVPD
Ta 0.554 0.895 -1.527
C 6.223 -2.717 -3.136
C 4.951 -2.313 -2.445
C 4.899 -2.069 -1.091
C 3.716 -1.636 -0.457
C 3.690 -1.504 0.950
N 2.648 -1.198 1.675
C 2.622 -1.404 3.129
C 1.435 -0.780 3.860
C 1.516 0.705 4.218
N 1.440 1.603 3.060
C 0.449 1.716 2.238
C -0.847 1.102 2.325
C -1.718 1.155 3.425
C -3.009 0.677 3.316
C -4.010 0.840 4.425
C -3.377 0.054 2.114
C -2.528 -0.071 1.025
C -2.940 -0.854 -0.151
N -2.141 -1.168 -1.084
C -2.656 -1.982 -2.171
C -2.319 -1.330 -3.505
C -0.868 -1.433 -3.961
N 0.275 -0.995 -3.089
C 1.340 -1.663 -3.356
C 2.592 -1.696 -2.613
C 3.763 -2.172 -3.177
C 2.564 -1.378 -1.242
O 1.500 -0.872 -0.707
C -1.254 0.517 1.109
O -0.391 0.509 0.133
H 7.009 -2.943 -2.417
H 6.577 -1.910 -3.778
H 6.069 -3.598 -3.761
H 5.787 -2.214 -0.485
H 4.602 -1.734 1.496
H 1.792 -1.008 1.146
H 3.570 -1.053 3.542
H 2.572 -2.481 3.301
H 1.350 -1.311 4.809
H 0.507 -0.994 3.325
H 2.450 0.925 4.731
H 0.707 0.950 4.902
H 2.283 2.107 2.806
H 0.638 2.331 1.354
H -1.411 1.647 4.341
H -3.531 1.160 5.349
H -4.538 -0.094 4.618
H -4.749 1.595 4.153
H -4.375 -0.365 2.037
H -3.989 -1.182 -0.148
H -3.744 -2.109 -2.091
H -2.199 -2.975 -2.104
H -2.670 -0.305 -3.488
H -2.877 -1.840 -4.295
H -0.767 -0.912 -4.917
H -0.689 -2.494 -4.142
H 1.311 -2.369 -4.191
H 3.767 -2.428 -4.232
S 5.102 1.535 -2.071
C 3.494 1.630 -1.882
S 2.652 1.776 -0.371
S 2.309 1.420 -3.169
S 0.112 3.245 -0.803
C -1.637 3.129 -0.830
C -2.430 3.613 0.199
C -3.779 3.275 0.261
C -4.534 3.620 1.426
N -5.105 3.840 2.399
C -4.350 2.497 -0.756
C -3.567 2.074 -1.828
C -2.214 2.369 -1.857
S -1.146 1.686 -3.087
C -5.699 2.034 -0.645
N -6.780 1.659 -0.533
H -1.991 4.197 0.997
H -4.012 1.464 -2.603
```

Quick one: most stable of them? version one